(1)
Entry from OMol25: a 9-piece molecular cluster, C13H44O9 overall (ωB97M-V/def2-TZVPD).

## Properties
Relative energy (zero: lowest compared OMol25 entry of this formula, charge and spin), eV: 0.958
Lowest unoccupied orbital energy (spin up / spin down), eV: 2.15 / 2.07
Total charge: -1
HOMO (spin up / spin down), eV: 0.7 / -7.1
HOMO-LUMO gap (spin up / spin down), eV: 1.42 / 9.19
2S+1: 2

Structure (XYZ):
```
66
Properties=species:S:1:pos:R:3:forces:R:3:mulliken_spin:R:1
C 0.8728 3.2573 0.2506 -0.012 0.442 0.143 0.074
O 0.0781 2.3888 -0.5452 0.273 0.028 0.859 -0.004
H 0.2838 3.9967 0.7932 -0.468 0.167 -0.130 0.009
H 1.4067 2.7647 1.0632 0.223 -0.538 -0.531 0.012
H 1.5239 3.8074 -0.4288 0.531 -0.034 0.316 -0.007
H -0.3289 3.0044 -1.1592 -0.596 -0.137 -0.619 -0.002
C 1.8958 -3.0993 -1.4482 -0.132 -0.371 -0.276 1.310
O 1.4283 -3.3544 -0.1353 -0.511 1.353 0.083 -2.749
H 1.4738 -2.1750 -1.8426 0.295 0.279 0.386 0.101
H 2.9834 -3.1537 -1.3993 0.157 0.407 -0.575 -0.095
H 1.5321 -3.8755 -2.1214 0.108 -0.240 -0.106 -0.129
H 1.5960 -4.2893 0.0043 0.094 -1.214 0.479 1.175
C 2.7125 1.2370 -2.6847 -0.215 -0.627 -0.601 0.089
O 3.8287 2.1343 -2.6722 -0.517 -0.043 0.614 -0.051
H 1.9777 1.3117 -1.8830 0.451 0.949 0.336 -0.018
H 2.1488 1.3706 -3.6080 -0.091 -0.102 -0.121 -0.027
H 3.0141 0.1921 -2.6115 0.366 -0.109 -0.259 0.046
H 4.1601 2.1879 -3.5717 -0.020 -0.078 0.056 0.012
C -3.1405 -2.9122 0.0414 0.001 2.148 0.344 0.019
C -4.0574 -1.7423 -0.5326 0.543 -2.092 0.265 0.013
O -3.2912 -1.0019 -1.4415 -1.002 0.316 -0.406 -0.023
H -3.6182 -3.7278 0.5843 -0.117 -0.109 -0.523 -0.033
H -2.4776 -2.4341 0.7626 0.012 0.108 0.498 0.036
H -2.3844 -3.1547 -0.7054 -0.597 -0.756 -0.349 0.047
H -4.5449 -1.1444 0.2375 0.412 0.316 0.430 -0.001
H -4.9145 -2.1877 -1.0378 0.114 -0.017 -0.546 0.010
H -2.4295 -0.8209 -1.0590 0.673 0.112 0.201 -0.015
C -1.5024 1.6211 -3.5759 -0.190 1.297 0.744 0.041
C -2.1408 3.0600 -3.3250 1.119 -2.285 -2.402 0.031
O -1.2841 3.8204 -2.5018 -0.585 0.176 1.116 -0.107
H -1.6671 0.8732 -2.8003 -0.302 0.317 0.221 -0.006
H -0.4276 1.8010 -3.5960 0.082 -0.204 -0.374 0.013
H -1.8593 1.1645 -4.4991 0.068 0.303 -0.099 -0.009
H -3.2050 2.9454 -3.1188 0.072 0.440 0.912 -0.012
H -2.0370 3.5892 -4.2723 -0.570 -0.276 -0.527 -0.012
H -1.6577 4.7038 -2.5423 0.293 0.275 0.361 0.033
C -1.9806 2.7709 2.6970 -0.184 -1.327 -0.345 -0.001
C -1.8488 1.2180 2.5705 0.128 1.070 0.083 -0.009
O -3.0649 0.7440 2.0121 -0.065 0.092 0.104 0.004
H -1.8956 3.2079 1.7020 0.081 0.111 0.056 0.003
H -1.2565 3.2112 3.3825 0.072 -0.096 -0.096 0.004
H -2.9900 2.9672 3.0584 0.020 0.111 0.122 -0.005
H -1.6586 0.7718 3.5466 -0.131 -0.040 0.236 -0.008
H -1.0114 0.9238 1.9379 0.139 0.181 -0.089 0.027
H -2.9414 -0.1813 1.7881 0.016 -0.173 -0.124 -0.001
C 4.0440 0.7871 1.7980 -0.094 -0.414 -0.352 -0.013
C 3.3022 -0.0927 0.7725 1.499 1.574 0.460 0.040
O 3.1496 -1.3398 1.3192 -0.599 -0.941 0.697 -0.200
H 3.5333 0.7543 2.7604 -0.231 0.162 -0.058 0.006
H 4.1101 1.8077 1.4211 0.040 0.092 0.130 -0.012
H 5.0473 0.4060 1.9886 0.080 -0.013 -0.163 0.003
H 3.9350 -0.2049 -0.1079 -0.058 0.487 -0.476 0.067
H 2.3836 0.4377 0.5215 -0.421 -0.258 -0.209 0.052
H 2.6205 -1.8463 0.6986 -0.186 -0.795 0.018 0.292
C 0.7069 -3.7922 3.0265 0.237 0.584 0.575 0.311
C -0.3473 -2.6998 2.9154 0.743 -0.267 -0.570 0.228
O -0.0715 -1.8002 1.8433 -0.451 0.241 0.226 0.303
H 0.8196 -4.4845 2.1921 -0.622 -0.090 0.017 0.026
H 0.4503 -4.2821 3.9658 0.309 -0.591 -0.072 -0.142
H 1.6976 -3.3482 3.1243 0.060 0.160 0.214 0.028
H -0.3221 -2.1169 3.8361 -0.280 0.030 0.051 -0.018
H -1.3116 -3.1906 2.7833 -0.340 0.243 0.013 0.032
H 0.4974 -2.2887 1.2438 0.256 -0.307 -0.598 0.162
O -0.6259 -0.3894 -0.7726 -0.288 -0.352 -0.449 0.095
H -0.5810 0.5661 -0.7382 0.244 0.671 0.103 -0.016
H -0.3387 -0.6745 0.0949 0.064 -0.347 0.577 -0.031
```
Forces are in eV/Å.

***

(2)
Entry from OMol25: C13H45NO10 as an isolated structure (ωB97M-V/def2-TZVPD).

## Properties
Relative energy (zero: lowest compared OMol25 entry of this formula, charge and spin), eV: 18.959
Lowest unoccupied orbital energy, eV: -0.01
Total charge: 0
HOMO, eV: -7.3
HOMO-LUMO gap, eV: 7.31
2S+1: 1

Structure (XYZ):
```
69
Properties=species:S:1:pos:R:3:forces:R:3:mulliken_charge:R:1
C 2.4281 0.2341 2.6507 2.334 1.834 4.092 -1.253
O 1.3520 -0.6758 2.7242 0.624 -0.090 1.252 -0.295
H 3.2870 -0.1415 2.0945 -0.479 -0.043 0.272 0.416
H 2.1917 1.2450 2.3184 -0.113 -0.141 0.078 0.312
H 2.7792 0.3433 3.6767 0.293 0.186 0.203 0.482
H 0.6896 -0.3804 3.3531 1.298 0.276 -0.188 0.306
C -1.4245 -1.1847 -2.1325 -1.434 0.002 -3.234 -1.193
O -1.0804 -1.8587 -1.0143 -10.579 5.404 0.983 -0.805
H -0.5320 -0.7544 -2.5868 -1.602 -2.433 -0.964 0.986
H -1.9171 -1.8120 -2.8754 -0.085 -0.582 -0.095 0.477
H -2.1441 -0.3773 -1.9969 0.252 0.049 0.272 0.304
H -0.3992 -2.4845 -1.2711 -3.809 0.833 1.105 0.548
C -0.0858 -3.6610 2.7543 0.944 2.043 -0.110 -0.739
O 1.0006 -3.2608 1.9110 1.447 -5.846 3.622 -0.727
H -0.9967 -3.9913 2.2550 0.162 0.138 0.167 0.257
H 0.1892 -4.3847 3.5216 0.299 -0.049 -0.244 0.335
H -0.3351 -2.7238 3.2518 -0.488 -0.080 0.810 0.091
H 0.7625 -2.5569 1.3033 -0.484 0.075 0.168 1.211
C -0.5487 -4.7025 0.1215 -1.367 0.455 0.594 0.998
O 0.5801 -5.3878 -0.2446 1.385 -1.114 -1.221 -0.605
H -0.3353 -3.6360 0.1925 -0.721 -1.026 0.486 -1.198
H -1.3284 -4.8635 -0.6230 0.040 -0.085 -0.202 0.378
H -0.9417 -5.0499 1.0769 -0.037 -0.302 -0.474 0.355
H 1.3033 -5.2095 0.3610 -0.082 0.281 0.428 0.385
O 0.3017 -1.6957 0.5974 -1.037 -0.696 1.393 -0.338
H -0.0545 -1.0337 1.1899 0.082 0.606 0.645 -1.108
H -0.3862 -1.8293 -0.0546 -0.835 0.999 0.317 1.114
O 0.2855 -2.9969 -1.6664 12.634 -8.224 -6.935 -0.258
H 1.1540 -2.8863 -1.2795 0.617 -0.089 0.267 0.442
H 0.3806 -3.7410 -2.2610 -0.339 -0.636 -0.169 0.420
O -2.9612 -0.7866 0.1276 -3.275 -0.995 1.426 -0.767
H -2.5689 -0.5645 0.9720 -0.460 0.305 -0.073 0.457
H -2.3195 -1.3599 -0.2917 -0.027 -0.969 0.191 0.724
O 2.4143 -0.8806 0.5821 7.381 -5.769 -0.002 -0.906
H 1.9071 -1.4507 0.0043 1.385 -0.249 0.444 0.486
H 1.9300 -0.8834 1.4076 0.047 -1.696 -0.857 0.882
O -0.9889 -0.4122 2.4130 -1.420 0.478 0.249 -0.765
H -0.7351 -0.4849 3.3331 -0.886 -0.149 0.282 0.344
H -1.5600 -1.1653 2.2613 -0.413 -0.530 0.381 0.301
C 1.0585 5.1134 -0.8116 1.748 -0.183 1.768 -2.106
C 0.0932 3.9765 -0.9937 -2.134 -0.601 -1.691 1.959
C 0.1559 3.5687 -2.4818 -0.443 -0.136 -1.574 -1.650
C -0.3103 2.1189 -2.9357 0.669 1.592 1.271 -0.824
C 0.2984 1.0846 -2.0179 0.564 0.874 0.359 -1.154
C 0.1178 1.4065 -0.5104 -0.467 0.387 -0.484 1.778
N 0.4507 2.8014 -0.2234 2.067 0.587 -1.015 0.089
O 0.3616 3.0352 1.1550 -0.523 0.267 -0.139 -0.430
C -1.2970 1.0409 -0.0473 0.441 1.091 -1.009 -0.935
C 1.1587 0.5517 0.1819 -2.027 3.300 -1.738 -1.234
C -1.3714 4.4993 -0.7026 0.205 -0.310 0.027 -1.722
H 2.0722 4.7219 -0.7260 0.169 -0.534 -0.463 0.499
H 0.9795 5.4627 0.2179 -0.491 0.753 -0.088 0.350
H 1.1712 5.9134 -1.5433 -0.938 -0.042 -0.024 0.328
H -0.5008 4.2325 -3.0440 -0.314 0.296 0.200 0.518
H 1.1077 3.9156 -2.8842 0.523 -0.867 0.076 0.457
H -0.0722 1.9146 -3.9795 0.043 0.254 -0.050 0.520
H -1.3942 2.1776 -2.8365 -0.216 -0.467 -0.043 0.310
H 1.3683 0.9704 -2.1921 0.257 0.459 -0.143 0.673
H -0.1059 0.1051 -2.2736 1.626 3.054 1.303 -0.821
H -2.1180 1.5505 -0.5517 0.188 0.653 -0.421 -0.138
H -1.5979 0.0346 -0.3387 1.585 1.537 1.037 -1.600
H -1.4348 1.3226 0.9966 -0.017 -0.681 0.050 1.129
H 1.2722 0.6346 1.2628 -1.797 1.036 -1.631 0.568
H 0.9650 -0.5091 0.0228 -1.439 4.293 -1.818 -1.064
H 2.1673 0.7760 -0.1653 -0.694 1.056 -0.703 0.824
H -1.4468 4.8694 0.3199 -0.101 0.016 0.097 0.414
H -2.1401 3.7452 -0.8713 0.169 -0.371 0.221 0.339
H -1.7066 5.3015 -1.3601 0.560 0.287 -0.045 0.486
H -0.5952 3.1097 1.1768 -0.467 0.228 1.312 0.388
```
Forces are in eV/Å.

***

(3)
Entry from OMol25: a 12-piece molecular cluster, C13H47N8O14 overall (ωB97M-V/def2-TZVPD).

## Properties
Lowest unoccupied orbital energy, eV: 2.48
Total charge: -1
HOMO, eV: -6.6
HOMO-LUMO gap, eV: 9.06
2S+1: 1

Structure (XYZ):
```
82
Properties=species:S:1:pos:R:3:forces:R:3:mulliken_charge:R:1
O -12.4578 11.2124 -28.4902 1.425 1.671 0.900 1.387
C -12.2775 11.9062 -27.2844 -1.229 0.992 0.566 -0.334
O -11.3884 12.7936 -27.2832 0.079 -0.793 -0.132 -0.046
O -13.1467 11.7163 -26.4050 0.730 -0.415 -0.146 0.124
H -11.7431 11.7380 -28.9259 -0.058 -1.178 -0.961 -0.610
C -12.6280 11.3486 -22.7326 0.318 -0.265 -0.357 -0.559
O -13.5879 11.7750 -23.6695 -0.439 0.340 0.199 -0.507
H -12.7633 10.2842 -22.5077 -0.030 0.040 0.076 0.252
H -11.6169 11.4668 -23.1334 0.042 0.087 0.180 0.100
H -12.7244 11.9202 -21.8101 0.009 0.060 0.008 0.253
H -13.2018 11.8785 -24.5493 0.224 -0.406 -0.164 0.154
C -15.7979 10.4029 -25.7278 0.338 0.143 -0.278 -0.634
O -14.9789 9.6546 -26.6186 -0.263 -0.403 0.043 -0.472
H -15.7355 10.0337 -24.7021 -0.020 0.011 0.021 0.249
H -15.4892 11.4486 -25.7567 -0.191 -0.014 0.223 0.224
H -16.8277 10.3391 -26.0792 -0.053 -0.103 0.008 0.297
H -14.0706 9.9697 -26.5060 -0.147 0.260 -0.010 0.298
C -8.6728 12.0682 -25.2614 0.300 -0.323 0.195 -0.552
O -9.4123 13.2585 -25.3294 -0.457 0.089 -0.087 -0.598
H -8.6246 11.5414 -26.2149 0.008 0.108 -0.140 0.041
H -7.6528 12.3197 -24.9611 -0.028 -0.007 -0.033 0.407
H -9.0679 11.3524 -24.5276 -0.107 0.123 0.000 0.205
H -10.1170 13.1589 -25.9985 0.176 -0.112 0.112 0.366
C -10.2648 10.1059 -30.6424 -0.111 -0.256 -1.017 -0.391
O -9.9396 11.2038 -29.8154 -0.270 0.132 0.527 -0.432
H -11.2427 10.1454 -31.1428 -0.104 0.450 0.378 0.116
H -9.5483 10.0323 -31.4677 0.176 -0.292 0.229 0.372
H -10.2817 9.2019 -30.0413 0.192 0.003 0.055 -0.036
H -9.6679 11.9656 -30.3332 -0.035 -0.010 -0.149 0.206
C -9.0901 14.7811 -29.6177 -1.225 -0.346 0.245 -0.471
O -9.0833 14.2769 -28.2885 0.461 0.190 -0.359 -0.573
H -8.1738 15.3025 -29.8703 0.254 -0.151 0.250 0.310
H -9.2694 13.9567 -30.3210 0.285 0.137 -0.267 0.041
H -9.9299 15.4719 -29.7637 0.141 0.066 -0.055 0.239
H -9.9009 13.7752 -28.1575 -0.018 0.082 0.073 0.228
C -12.6466 8.0964 -28.6568 0.559 -0.216 -1.131 -0.296
O -11.7836 7.0002 -29.0435 -0.046 0.071 0.301 -0.588
H -12.1051 8.8826 -28.1407 0.024 -0.315 0.522 0.044
H -12.8910 8.5441 -29.6231 -0.621 -0.021 0.190 0.094
H -13.5161 7.7218 -28.1221 -0.147 0.304 -0.017 0.419
H -11.7277 6.3910 -28.3036 0.073 0.032 0.016 0.325
C -12.4585 14.0990 -31.3749 0.821 0.588 0.174 0.444
O -12.1426 15.1850 -31.8454 -0.119 -0.345 -0.022 -0.695
N -12.2078 12.9013 -31.9878 -0.251 -0.785 0.437 -0.166
N -12.9926 13.9813 -30.1186 -0.259 -0.180 -0.160 0.060
H -12.6953 12.0685 -31.6821 -0.130 0.040 -0.094 0.027
H -11.6312 12.8034 -32.7991 -0.134 0.556 -0.203 0.224
H -13.1621 13.0900 -29.6904 -0.056 -0.004 -0.074 -0.194
H -13.1346 14.8004 -29.5588 -0.010 0.150 -0.146 0.174
C -15.6443 14.3466 -26.3392 -0.376 0.035 0.395 0.317
O -16.5871 15.1282 -26.4364 0.225 -0.345 -0.050 -0.751
N -14.8989 14.2444 -25.1861 -0.635 -0.377 -0.510 -0.001
N -15.2654 13.5076 -27.3569 0.251 0.393 0.341 0.121
H -15.3294 14.6322 -24.3668 0.062 0.171 -0.004 0.177
H -14.2732 13.4684 -25.0298 -0.261 0.046 -0.035 0.055
H -15.8317 13.4607 -28.1795 0.094 0.234 -0.156 0.121
H -14.3813 13.0245 -27.3072 -0.331 -0.256 0.071 -0.294
C -11.8593 16.2096 -24.5314 0.070 -0.154 -0.739 0.360
O -12.1530 17.3420 -24.1782 -0.055 0.179 0.270 -0.735
N -10.8023 15.5142 -24.0224 -0.467 -0.095 0.070 -0.218
N -12.5454 15.5660 -25.5308 0.774 0.378 0.101 -0.128
H -10.3185 15.9254 -23.2493 0.089 -0.011 -0.014 0.187
H -10.5139 14.6277 -24.4069 0.308 0.064 0.155 0.341
H -12.4272 14.5934 -25.7554 0.171 0.112 -0.023 0.049
H -13.2545 16.0877 -26.0080 -0.135 -0.044 0.190 0.170
C -15.3954 11.0854 -30.7069 0.344 -1.608 -0.029 0.543
O -14.5146 10.8156 -31.5283 -0.038 0.823 0.162 -0.711
N -15.1463 11.1776 -29.3687 -0.747 0.670 -0.992 0.075
N -16.7159 11.1129 -31.0664 -0.364 0.355 0.513 -0.403
H -15.8806 11.0657 -28.6953 0.136 -0.073 0.213 0.262
H -14.1882 11.1907 -29.0747 0.220 -0.422 0.263 -0.301
H -17.0209 10.9538 -32.0055 0.373 -0.002 -0.161 0.250
H -17.4157 11.3779 -30.3975 0.004 0.034 -0.029 0.145
C -9.0366 7.3782 -26.9530 -1.065 -0.525 0.459 -1.237
C -8.9123 8.7019 -27.6746 1.224 0.185 1.029 0.000
O -10.0288 9.4761 -27.2764 0.037 0.180 -0.383 -0.255
H -8.8532 7.5027 -25.8823 0.256 0.162 -0.107 0.311
H -8.4544 6.5250 -27.2958 0.274 0.297 -0.313 0.359
H -10.0879 7.0693 -26.9784 0.110 -0.015 -0.255 0.168
H -8.7435 8.6568 -28.7512 -0.504 -0.296 -0.101 0.244
H -7.9922 9.1640 -27.2758 -0.076 0.156 -0.189 0.338
H -9.9434 10.3531 -27.6761 -0.049 -0.039 -0.068 -0.084
```
Forces are in eV/Å.